C29H36Cl3Ge2N8O4Ti | ωB97M-V/def2-TZVPD

Output
HOMO energy (alpha / beta) in Eh: -0.490 / -0.490
Expectation value of S²: 0.78
Energy above the lowest of the compared OMol25 structures with the same formula, charge and spin in kcal/mol: 34.0
Spin multiplicity: 2
LUMO (alpha / beta) in Eh: -0.25598 / -0.27498
E in Eh: -8248.9465
Charge: +2

Element x y z (Å)
Ti: 0.13 0.79 -0.31
N: -0.56 -1.91 2.30
N: -0.51 -3.03 1.48
C: -0.36 -2.93 0.17
N: -0.46 -4.03 -0.55
N: -0.08 -1.67 -0.32
N: -0.06 -1.51 -1.63
O: 0.12 -0.27 -1.92
O: -0.15 -2.31 -2.51
H: 0.21 -1.90 2.96
H: -1.44 -1.89 2.80
H: -0.63 -3.96 1.87
H: -0.68 -4.91 -0.12
H: -0.28 -4.00 -1.54
C: -0.77 5.27 -3.29
N: -0.85 3.80 -3.48
C: -1.46 3.27 -4.72
C: -0.42 2.99 -2.56
N: -0.04 2.27 -1.73
H: -0.12 5.69 -4.05
H: -0.37 5.49 -2.30
H: -1.77 5.69 -3.38
H: -0.87 3.59 -5.57
H: -2.47 3.65 -4.81
H: -1.48 2.18 -4.68
Cl: 0.33 3.63 3.78
C: 1.03 2.75 2.47
Cl: 2.78 2.97 2.42
Cl: 0.33 3.30 0.89
C: 0.73 1.22 2.59
O: 0.60 0.69 3.64
O: 0.68 0.61 1.40
C: 5.13 1.05 -2.89
Ge: 3.31 1.59 -2.46
C: 3.25 3.40 -1.76
C: 2.20 1.33 -4.03
Ge: 2.71 0.01 -0.61
C: 2.92 -1.81 -1.21
C: 3.18 -2.86 -0.33
C: 3.43 -4.14 -0.81
C: 3.44 -4.38 -2.18
C: 3.19 -3.35 -3.07
C: 2.92 -2.07 -2.59
C: 3.77 0.22 0.99
C: 4.88 1.05 0.92
C: 5.72 1.21 2.02
C: 5.43 0.55 3.21
C: 4.30 -0.27 3.29
C: 3.48 -0.43 2.19
H: 5.41 1.58 -3.81
H: 5.18 -0.02 -3.07
H: 5.83 1.32 -2.10
H: 3.09 4.10 -2.58
H: 4.20 3.64 -1.28
H: 2.46 3.53 -1.02
H: 1.99 2.31 -4.48
H: 1.26 0.83 -3.82
H: 2.76 0.74 -4.76
H: 3.22 -2.68 0.74
H: 3.65 -4.95 -0.11
H: 3.66 -5.38 -2.55
H: 3.21 -3.54 -4.14
H: 2.71 -1.28 -3.30
H: 5.11 1.60 0.00
H: 6.59 1.85 1.95
H: 6.07 0.68 4.07
H: 4.07 -0.77 4.23
H: 2.59 -1.05 2.28
C: -1.97 0.43 -0.09
C: -2.55 1.71 0.41
C: -2.58 1.98 1.78
C: -3.05 3.19 2.26
C: -3.49 4.16 1.36
C: -3.51 3.89 0.00
C: -3.05 2.67 -0.47
C: -3.92 5.45 1.85
N: -4.23 6.49 2.22
H: -2.35 0.14 -1.06
H: -2.09 -0.37 0.63
H: -2.24 1.23 2.48
H: -3.08 3.39 3.32
H: -3.90 4.63 -0.69
H: -3.11 2.44 -1.53